The following is a DFT calculation (ωB97M-V/def2-TZVPD) of an isolated molecule of C4H6N2.

Output
**Strongest force on any atom**: 0.53 eV Å⁻¹
**Orbital gap**: 9.0 eV
**Molecular weight**: 82.11 g mol⁻¹
**Energy relative to the best compared isomer or geometry (same formula, charge and spin)**: 87.6 kcal/mol
**Calculated total energy**: -7221.793 eV
**Spin multiplicity**: 1
**LUMO**: 0.6 eV

Geometry as XYZ:
```
12
Properties=species:S:1:pos:R:3:forces:R:3
C -1.526330 -0.327248 -0.311376 -0.106 0.000 -0.097
N -0.217446 -0.216689 0.366284 -0.007 0.000 -0.002
C 0.874346 -1.183935 -0.173040 0.197 0.472 0.138
C 1.891710 -0.289281 -0.263909 0.057 -0.315 -0.082
N 1.601937 1.079989 0.039938 -0.395 -0.052 0.104
C 0.386471 1.127879 0.385527 0.227 -0.047 -0.052
H -1.401694 -0.023478 -1.352084 0.018 -0.056 0.157
H -1.831634 -1.372631 -0.272920 0.025 0.145 -0.026
H -2.263627 0.313197 0.182752 0.131 -0.102 -0.077
H -0.312875 -0.555294 1.327968 -0.022 0.082 -0.024
H 2.909702 -0.522841 -0.553262 -0.203 0.045 -0.031
H -0.193440 2.001825 0.664691 0.078 -0.172 -0.007
```
Positions in Å, forces in eV/Å.

Here are the Mulliken charges for atoms 1 to 6, given in e: atom 1 (C): -0.877, atom 2 (N): 0.064, atom 3 (C): -0.579, atom 4 (C): -0.254, atom 5 (N): -0.491, atom 6 (C): -0.003